Record 1
Molecular formula: C6H8N2O6S
Method: DFT, wB97M-V/def2-TZVPD

- LUMO level (eV) = -2.008
- max |F| (eV/Å) = 5.6
- HOMO level (eV) = -10.040
- energy relative to the best compared isomer or geometry (same formula, charge and spin) (kcal per mole) = 58.56

Structure (ORCA input):
```
! RIJCOSX wB97M-V def2-TZVPD def2/J DEFGRID3
* xyz 0 1
C -0.05 0.60 0.41
C -0.95 -0.37 -0.19
C 0.99 1.04 -0.44
C -2.07 -0.66 0.47
C -0.06 0.97 1.79
C -0.65 -1.07 -1.44
N 1.95 2.08 0.02
N -3.16 -1.51 0.16
O 3.11 1.67 -0.36
O -4.07 -1.45 0.95
O 1.78 3.09 0.59
O -3.21 -2.21 -0.86
O 3.22 -0.62 -1.92
O 2.36 -1.01 0.31
S 3.49 -0.61 -0.54
H 1.31 0.73 -1.45
H -2.40 -0.16 1.30
H -0.49 2.03 1.90
H 0.98 0.97 2.28
H -0.63 0.26 2.40
H -0.83 -0.42 -2.28
H -1.16 -1.98 -1.52
H 0.54 -1.39 -1.56
*
```

natural (NBO) analysis output, partial charges in e: 0.05, 0.06, -0.10, -0.10, -0.69, -0.67, 0.51, 0.49, -0.48, -0.36, -0.27, -0.39, -0.88, -0.90, 1.72, 0.27, 0.22, 0.26, 0.25, 0.24, 0.24, 0.27, 0.24


Record 2
Molecular formula: C11H13BBrNPd
Method: DFT, wB97M-V/def2-TZVPD

- LUMO level (spin up / spin down) (eV) = 5.732 / 5.729
- max |F| (eV/Å) = 13.0
- HOMO level (spin up / spin down) (eV) = 1.145 / 1.306
- energy relative to the best compared isomer or geometry (same formula, charge and spin) (kcal per mole) = 92.24

Structure (ORCA input):
```
! RIJCOSX wB97M-V def2-TZVPD def2/J DEFGRID3
* xyz -2 3
C 1.34 -1.65 -1.61
C 0.91 -0.48 -2.26
C 1.51 0.62 -1.60
H 0.22 -0.42 -3.08
C 2.33 0.13 -0.57
C 2.20 -1.27 -0.54
H 2.68 -1.93 0.16
H 1.06 -2.65 -1.87
H 1.34 1.66 -1.83
H 2.89 0.72 0.13
Pd 0.09 -0.42 -0.13
Br -1.50 1.26 -1.22
C -1.51 -0.87 1.47
C -0.35 -1.63 1.76
C -0.16 -2.54 0.71
H 0.29 -1.50 2.61
C -1.20 -2.33 -0.24
C -2.04 -1.33 0.25
H -2.90 -0.93 -0.25
H -1.88 -0.05 2.05
H 0.63 -3.26 0.63
H -1.32 -2.86 -1.17
B -0.88 4.13 1.26
C -0.56 2.63 0.80
N -0.31 1.45 0.44
H 0.11 4.64 1.68
H -1.71 4.12 2.11
H -1.27 4.76 0.32
*
```

natural (NBO) analysis output, partial charges in e: -0.38, -0.30, -0.34, 0.23, -0.33, -0.35, 0.20, 0.20, 0.24, 0.21, 0.89, -0.64, -0.32, -0.35, -0.37, 0.21, -0.36, -0.33, 0.24, 0.23, 0.20, 0.21, -0.55, 0.32, -0.64, -0.03, -0.02, -0.02


Record 3
Molecular formula: H4I2Si2
Method: DFT, wB97M-V/def2-TZVPD

- LUMO level (spin up / spin down) (eV) = -1.951 / -1.952
- max |F| (eV/Å) = 2.4
- HOMO level (spin up / spin down) (eV) = -8.585 / -8.580
- energy relative to the best compared isomer or geometry (same formula, charge and spin) (kcal per mole) = 73.90

Structure (ORCA input):
```
! RIJCOSX wB97M-V def2-TZVPD def2/J DEFGRID3
* xyz 0 1
Si -0.32 -1.89 -0.18
Si 0.52 1.92 -0.29
I -2.79 -1.82 0.02
I 0.72 1.74 2.14
H 0.25 -2.45 0.95
H 0.06 -3.05 -1.13
H 1.83 2.34 -1.07
H -0.27 3.21 -0.44
*
```

natural (NBO) analysis output, partial charges in e: 0.58, 0.51, -0.21, -0.20, -0.20, -0.16, -0.15, -0.16


Record 4
Molecular formula: C25H22ClI2N3O4Os
Method: DFT, wB97M-V/def2-TZVPD

- LUMO level (eV) = -8.167
- max |F| (eV/Å) = 0.3
- HOMO level (eV) = -13.623
- energy relative to the best compared isomer or geometry (same formula, charge and spin) (kcal per mole) = 4.62

Structure (ORCA input):
```
! RIJCOSX wB97M-V def2-TZVPD def2/J DEFGRID3
* xyz 2 1
Os 0.93 -0.95 -0.62
C -0.46 -0.45 3.80
C -0.56 0.76 2.92
N -0.80 1.93 3.48
C -0.87 3.02 2.72
C -0.75 3.02 1.33
C -1.00 4.35 0.67
O -0.32 4.49 -0.57
C -0.49 1.78 0.72
C -0.38 1.59 -0.77
N 0.84 0.81 -1.15
C 1.89 1.49 -1.83
C 2.06 2.87 -1.70
C 3.10 3.50 -2.37
C 3.97 2.79 -3.17
C 3.83 1.41 -3.30
C 2.80 0.79 -2.62
I 2.60 -1.28 -2.70
C -0.37 0.66 1.54
O -0.08 -0.58 1.06
H -0.71 -0.17 4.82
H 0.55 -0.86 3.80
H -1.14 -1.23 3.47
H -1.05 3.95 3.23
H -0.69 5.13 1.36
H -2.08 4.46 0.51
H -0.56 5.33 -0.96
H -0.35 2.55 -1.28
H 1.41 3.46 -1.07
H 3.23 4.57 -2.25
H 4.77 3.29 -3.70
H 4.51 0.84 -3.92
Cl -5.36 -3.15 0.27
C -4.17 -1.98 -0.11
C -4.42 -0.66 0.12
C -3.49 0.33 -0.27
I -4.11 2.30 -0.19
C -2.26 -0.02 -0.78
O -1.46 0.91 -1.39
C -1.96 -1.38 -0.93
N -0.71 -1.78 -1.37
C -0.52 -3.03 -1.82
C -1.49 -4.01 -1.72
C -2.67 -3.70 -1.09
C -2.93 -2.38 -0.69
H -5.37 -0.36 0.54
H 0.45 -3.25 -2.24
H -1.28 -5.00 -2.10
H -3.43 -4.46 -0.94
C 2.47 -4.26 1.98
C 2.72 -3.17 0.97
O 1.47 -2.42 0.73
H 3.39 -4.82 2.14
H 1.70 -4.96 1.63
H 2.16 -3.85 2.94
H 3.00 -3.56 0.00
H 3.47 -2.46 1.31
H 0.98 -2.24 1.56
*
```

natural (NBO) analysis output, partial charges in e: 1.24, -0.64, 0.18, -0.36, 0.03, -0.03, -0.09, -0.75, -0.16, 0.19, -0.33, 0.12, -0.20, -0.17, -0.14, -0.22, -0.18, 0.44, 0.28, -0.78, 0.26, 0.21, 0.22, 0.21, 0.20, 0.19, 0.50, 0.27, 0.27, 0.25, 0.25, 0.25, 0.10, 0.02, -0.24, -0.16, 0.29, 0.29, -0.51, 0.15, -0.39, 0.09, -0.27, -0.03, -0.12, 0.27, 0.22, 0.26, 0.27, -0.65, -0.05, -0.72, 0.26, 0.23, 0.23, 0.20, 0.20, 0.54


Record 5
Molecular formula: C16H21N5OV
Method: DFT, wB97M-V/def2-TZVPD

- LUMO level (spin up / spin down) (eV) = -6.181 / -6.182
- max |F| (eV/Å) = 1.0
- HOMO level (spin up / spin down) (eV) = -13.185 / -13.193

Structure (ORCA input):
```
! RIJCOSX wB97M-V def2-TZVPD def2/J DEFGRID3
* xyz 2 4
V 0.34 -0.26 0.61
C 0.91 3.56 2.48
C 1.02 2.27 1.76
N 0.04 1.59 1.28
N -1.27 2.03 1.34
C -2.02 1.12 0.78
O -1.53 -0.02 0.27
C -3.46 1.34 0.65
C -4.30 0.23 0.51
C -5.67 0.40 0.42
C -6.20 1.69 0.43
C -5.37 2.79 0.56
C -4.00 2.62 0.67
C 2.34 1.61 1.46
C 3.55 2.19 1.78
C 4.73 1.56 1.42
C 4.68 0.35 0.74
C 3.43 -0.17 0.45
N 2.28 0.43 0.78
H -0.11 3.68 2.84
H 1.14 4.39 1.81
H 1.61 3.60 3.31
H -3.87 -0.76 0.50
H -6.32 -0.45 0.33
H -7.27 1.83 0.36
H -5.79 3.79 0.57
H -3.34 3.47 0.78
H 3.57 3.14 2.30
H 5.68 2.00 1.66
H 5.57 -0.18 0.44
H 3.34 -1.11 -0.09
N -0.02 -4.36 -3.43
C -0.11 -4.13 -1.93
C 0.24 -2.68 -1.59
N 0.12 -2.41 -0.15
H -0.21 -5.34 -3.66
H 0.91 -4.14 -3.80
H -0.70 -3.79 -3.94
H 0.57 -4.84 -1.47
H -1.13 -4.37 -1.65
H -0.45 -2.00 -2.10
H 1.25 -2.43 -1.93
H 0.66 -3.07 0.40
H -0.85 -2.52 0.13
*
```

natural (NBO) analysis output, partial charges in e: 1.23, -0.69, 0.29, -0.34, -0.38, 0.59, -0.80, -0.09, -0.19, -0.20, -0.17, -0.20, -0.17, 0.19, -0.21, -0.09, -0.24, 0.08, -0.56, 0.28, 0.26, 0.24, 0.21, 0.22, 0.23, 0.23, 0.23, 0.25, 0.25, 0.25, 0.19, -0.67, -0.23, -0.24, -0.86, 0.46, 0.45, 0.45, 0.24, 0.24, 0.23, 0.21, 0.40, 0.41


Record 6
Molecular formula: CH8N2O2Si2
Method: DFT, wB97M-V/def2-TZVPD

- LUMO level (eV) = 0.377
- max |F| (eV/Å) = 4.0
- SMILES = NC(=O)N[Si@@H](O)[SiH3]
- HOMO level (eV) = -9.904
- energy relative to the best compared isomer or geometry (same formula, charge and spin) (kcal per mole) = 13.46

Structure (ORCA input):
```
! RIJCOSX wB97M-V def2-TZVPD def2/J DEFGRID3
* xyz 0 1
C -0.66 0.14 -1.39
N -0.64 0.61 -2.75
N 0.27 -0.76 -0.95
O -1.55 0.50 -0.65
O 1.83 -1.66 0.78
Si -0.10 0.88 1.96
Si 0.27 -1.03 0.84
H 0.25 0.91 -3.06
H -1.38 1.29 -2.93
H 0.83 -1.22 -1.60
H 2.15 -1.43 1.64
H 1.07 1.97 2.03
H -0.29 0.31 3.36
H -1.35 1.64 1.63
H -0.70 -2.15 1.10
*
```

natural (NBO) analysis output, partial charges in e: 0.79, -0.86, -1.00, -0.68, -1.05, 0.29, 1.35, 0.38, 0.40, 0.41, 0.48, -0.10, -0.14, -0.07, -0.19


Record 7
Molecular formula: C2H7Cl2N2P
Method: DFT, wB97M-V/def2-TZVPD

- LUMO level (spin up / spin down) (eV) = 0.645 / -2.475
- max |F| (eV/Å) = 5.2
- HOMO level (spin up / spin down) (eV) = -4.148 / -9.953
- energy relative to the best compared isomer or geometry (same formula, charge and spin) (kcal per mole) = 13.77

Structure (ORCA input):
```
! RIJCOSX wB97M-V def2-TZVPD def2/J DEFGRID3
* xyz 0 3
C 1.16 -0.99 1.81
C -1.07 1.24 -2.03
N 1.48 -1.24 0.39
N 0.83 -0.40 -0.54
P -0.55 0.43 -0.49
Cl -0.59 1.90 1.01
Cl -2.29 -0.45 -0.01
H 1.29 0.15 2.00
H 0.13 -1.08 2.15
H 1.83 -1.65 2.45
H -1.63 2.13 -1.65
H -0.14 1.57 -2.53
H -1.66 0.61 -2.65
H 1.21 -2.21 0.08
*
```

natural (NBO) analysis output, partial charges in e: -0.49, -0.98, -0.28, -0.63, 1.32, -0.49, -0.31, 0.25, 0.22, 0.22, 0.27, 0.25, 0.25, 0.40


Record 8
Molecular formula: C20H27FN4O4
Method: DFT, wB97M-V/def2-TZVPD

- LUMO level (eV) = 0.508
- max |F| (eV/Å) = 0.0
- SMILES = CCN(C[C@@H](C)NC(=O)c1cc(O)nn1C)C(=O)[C@@H](Cc1ccc(F)cc1)OC
- HOMO level (eV) = -8.321
- energy relative to the best compared isomer or geometry (same formula, charge and spin) (kcal per mole) = 4.77

Structure (ORCA input):
```
! RIJCOSX wB97M-V def2-TZVPD def2/J DEFGRID3
* xyz 0 1
C 1.33 -1.23 0.96
C 0.79 -0.44 -0.22
N -0.57 0.04 0.00
C -1.64 -0.93 -0.23
C -2.31 -0.76 -1.60
C -2.91 -2.07 -2.11
N -3.29 0.33 -1.58
C -4.42 0.29 -0.83
O -4.86 -0.73 -0.32
C -5.09 1.61 -0.69
C -4.53 2.85 -0.50
C -5.65 3.69 -0.41
O -5.63 5.03 -0.22
N -6.79 3.03 -0.54
N -6.43 1.75 -0.72
C -7.45 0.73 -0.84
C -0.89 1.24 0.56
O -2.03 1.53 0.86
C 0.25 2.26 0.75
C 0.61 2.95 -0.58
C -0.57 3.50 -1.34
C -1.02 2.87 -2.50
C -2.09 3.37 -3.23
C -2.70 4.53 -2.78
F -3.74 5.02 -3.48
C -2.29 5.18 -1.64
C -1.22 4.66 -0.92
O -0.13 3.27 1.64
C -0.31 2.82 2.97
H 2.33 -1.62 0.75
H 1.39 -0.60 1.85
H 0.68 -2.08 1.20
H 1.45 0.39 -0.45
H 0.77 -1.07 -1.12
H -1.20 -1.93 -0.17
H -2.39 -0.85 0.56
H -1.54 -0.44 -2.30
H -2.11 -2.79 -2.29
H -3.60 -2.49 -1.39
H -3.44 -1.90 -3.04
H -2.95 1.25 -1.82
H -3.50 3.09 -0.36
H -6.54 5.34 -0.21
H -7.08 -0.10 -1.43
H -7.74 0.36 0.14
H -8.31 1.19 -1.32
H 1.14 1.76 1.14
H 1.30 3.75 -0.33
H 1.14 2.24 -1.21
H -0.51 1.98 -2.85
H -2.44 2.89 -4.13
H -2.81 6.07 -1.31
H -0.89 5.15 -0.02
H -0.50 3.70 3.58
H -1.15 2.13 3.05
H 0.61 2.33 3.34
*
```

natural (NBO) analysis output, partial charges in e: -0.62, -0.21, -0.45, -0.24, -0.04, -0.62, -0.61, 0.65, -0.63, 0.11, -0.40, 0.44, -0.67, -0.34, -0.15, -0.40, 0.67, -0.63, 0.02, -0.42, -0.06, -0.21, -0.30, 0.41, -0.32, -0.29, -0.12, -0.53, -0.25, 0.22, 0.21, 0.21, 0.20, 0.20, 0.20, 0.25, 0.20, 0.20, 0.24, 0.22, 0.42, 0.26, 0.49, 0.22, 0.21, 0.22, 0.18, 0.23, 0.21, 0.21, 0.23, 0.24, 0.22, 0.20, 0.19, 0.16